{
  "formula": "C6H13NO2",
  "method": "the ωB97M-V functional and the def2-TZVPD basis",
  "charge": 0,
  "de_lowest_kj_mol": 484.2,
  "homo_energy_ev": -10.7,
  "smiles": "CCCCCC[N+](=O)[O-]",
  "elements": ["H", "H", "H", "N", "C", "O", "H", "O", "H", "C", "C", "H", "H", "C", "H", "H", "C", "H", "H", "H", "C", "H"],
  "xyz": [[0.005, -0.949, 0.330], [-1.461, 2.388, -0.439], [3.582, -1.434, -0.306], [-2.681, -0.768, 0.019], [2.616, -0.908, -0.719], [-2.696, -0.628, 1.283], [0.476, 0.598, -1.155], [-2.905, -1.799, -0.565], [2.889, -0.096, -1.359], [-1.251, 1.433, 0.108], [2.040, -0.647, 0.690], [-2.070, 0.438, -1.774], [0.100, -0.207, 1.805], [-2.371, 0.521, -0.653], [2.589, 0.180, 1.198], [2.112, -1.432, 1.410], [0.597, -0.285, 0.811], [-3.280, 1.092, -0.660], [0.942, 1.797, 0.128], [-1.469, 1.395, 1.264], [0.227, 0.966, -0.106], [2.008, -1.655, -1.310]],
  "atomic_forces_ev_per_a": [[-1.7, -3.1, -1.3], [0.4, -0.4, 1.1], [-1.3, 0.7, -1.9], [0.3, 0.5, 3.2], [1.2, -3.1, 2.1], [-0.2, -0.9, -2.8], [-0.6, 0.8, 1.0], [0.1, 0.5, -0.1], [0.0, 0.8, 0.0], [-0.8, -1.4, -0.1], [-0.4, 2.0, 0.8], [-0.5, -0.6, 2.0], [1.0, 0.2, -0.3], [2.3, 1.3, -1.4], [0.1, -0.4, -0.5], [0.8, -1.3, -0.1], [-0.9, 3.6, -0.5], [-0.6, 0.0, 0.3], [-0.7, -0.4, -0.2], [0.2, 0.6, -2.5], [0.6, -0.4, 0.5], [0.7, 0.7, 0.7]],
  "lowdin_charge": [0.05, 0.11, 0.10, -0.38, -0.10, 0.01, 0.12, 0.09, 0.05, -0.16, -0.29, 0.15, 0.13, -0.09, 0.12, 0.09, -0.24, 0.11, 0.11, 0.14, -0.20, 0.09]
}